C3IrO3 | ωB97M-V/def2-TZVPD

Geometry as XYZ:
```
7
Properties=species:S:1:pos:R:3:forces:R:3:lowdin_charge:R:1
O 0.603 -0.798 -1.008 2.75 2.32 -0.64 -0.20
O -0.858 -1.267 1.786 -0.31 -0.31 1.19 -0.13
C 0.551 0.541 -0.663 -0.69 -8.43 2.60 -0.32
Ir -1.052 -0.674 -0.179 -2.09 0.24 -0.04 1.27
C 0.127 1.445 -1.502 5.81 8.83 -1.94 0.05
C -0.664 -1.466 2.885 0.18 -0.19 0.81 0.19
O 1.293 2.219 -1.319 -5.65 -2.46 -1.97 0.13
```
Positions in Å, forces in eV/Å.

## Properties
HOMO energy (spin up / spin down)	-14.596 / -15.598	eV
total charge	+1
2S+1	5
frontier orbital gap (spin up / spin down)	8.01 / 7.99	eV


C3H10O4 | ωB97M-V/def2-TZVPD

Geometry as XYZ:
```
17
Properties=species:S:1:pos:R:3:forces:R:3:nbo_charge:R:1
C -1.505 1.084 -0.285 2.73 0.17 0.05 0.22
C 2.612 0.364 0.554 -0.38 -0.31 0.27 -0.23
H -1.036 1.942 0.195 -0.03 0.22 -0.17 0.16
O 1.924 0.348 -0.660 -2.83 -1.47 -1.07 -0.81
H -2.013 -1.397 -0.752 0.36 0.45 0.19 0.18
O -0.583 -2.344 0.266 -0.20 -0.34 -0.23 -0.69
H 0.018 -2.208 1.000 0.12 -0.01 0.29 0.48
H -2.002 -1.046 1.042 0.28 0.06 -0.30 0.15
O -0.405 -0.001 0.009 -6.68 -1.12 0.32 -0.63
H 2.116 0.984 1.324 0.04 -0.15 -0.11 0.14
H 0.877 -0.135 -0.634 4.14 2.12 0.56 0.51
H 3.599 0.794 0.374 0.02 -0.04 0.02 0.17
H 2.752 -0.652 0.967 0.04 0.25 0.00 0.14
H -2.507 0.958 0.139 0.46 -0.82 0.16 0.17
H -0.794 1.364 -2.043 -0.10 0.06 0.10 0.49
C -1.395 -1.253 0.145 2.06 1.02 0.12 0.23
O -1.659 1.197 -1.642 -0.04 -0.08 -0.21 -0.70
```
Positions in Å, forces in eV/Å.

## Properties
HOMO energy	-9.026	eV
frontier orbital gap	9.65	eV
SMILES	OCOCO.CO


C2H6O4 | ωB97M-V/def2-TZVPD

Geometry as XYZ:
```
12
Properties=species:S:1:pos:R:3:forces:R:3:nbo_charge:R:1
O 0.456 0.147 1.871 -0.05 0.02 -0.35 -0.65
C -1.580 -0.624 -1.015 0.11 0.01 0.01 -0.26
H -1.613 -0.301 -2.059 0.01 -0.02 0.07 0.18
O 2.264 0.603 0.552 0.06 -0.47 -0.66 -0.75
H -2.031 0.138 -0.375 0.05 -0.03 0.00 0.18
H 0.679 1.904 0.939 0.01 -0.08 -0.02 0.16
H 0.813 -0.756 1.829 0.04 0.11 0.02 0.50
C 1.046 0.879 0.936 -0.40 -0.21 -0.60 0.68
H -2.115 -1.568 -0.896 0.03 0.06 -0.03 0.19
O -0.247 -0.908 -0.618 0.23 0.45 -0.07 -0.30
H 1.826 0.176 -0.416 0.59 0.41 0.82 0.52
O 0.503 0.308 -0.749 -0.68 -0.25 0.82 -0.45
```
Positions in Å, forces in eV/Å.

## Properties
HOMO energy	-9.787	eV
frontier orbital gap	10.62	eV


C33H35F5N4P2SSr | ωB97M-V/def2-TZVPD

Geometry as XYZ:
```
81
Properties=species:S:1:pos:R:3:forces:R:3:lowdin_charge:R:1
H -3.772 -2.098 -0.984 -0.10 -0.06 -0.35 0.08
H 4.033 -0.647 2.708 -0.14 0.09 -0.01 0.09
H 3.519 -0.357 -1.641 -0.09 0.16 -0.13 0.11
N 2.615 0.761 -0.039 0.50 0.67 0.11 -0.27
H -1.514 3.329 -6.045 0.44 -0.74 0.02 0.13
H -1.607 -0.669 -6.026 0.18 0.03 0.50 0.13
C 3.055 -3.025 0.731 0.83 0.03 0.00 -0.17
H -2.682 2.210 -2.592 0.41 0.34 0.05 0.06
H -2.705 2.594 -4.361 -0.27 -0.38 0.57 0.11
H -3.222 1.525 1.493 0.48 0.01 1.21 0.08
C 3.454 0.605 -1.151 -0.36 0.06 0.04 -0.16
C 0.735 0.606 -3.855 1.13 0.93 -0.53 -0.12
H 4.457 -4.693 1.162 -0.14 0.38 0.08 0.09
H -3.193 3.515 -0.389 -0.06 -0.28 0.66 0.11
H 0.433 3.792 -4.959 0.03 -0.56 -0.04 0.12
C 3.917 -1.570 2.166 0.55 -0.46 -0.31 -0.14
H -1.017 1.656 -6.502 0.12 0.59 0.25 0.12
C 0.365 2.699 -5.132 -0.45 0.98 -0.61 -0.17
H 0.612 -0.352 -1.457 -0.01 -0.88 0.53 -0.04
H -5.840 -3.581 0.089 0.01 0.24 -0.05 0.09
C -0.286 1.446 7.086 0.02 -0.72 0.16 -0.12
F 0.352 -2.187 7.282 -0.48 0.98 -0.23 0.07
H 1.027 1.995 3.265 0.48 -0.73 -0.05 -0.06
C -0.965 0.396 4.991 0.19 -0.23 0.11 -0.58
H 4.853 2.021 -2.163 -0.14 -0.55 0.30 0.10
H -5.272 -3.807 2.731 0.06 0.24 -0.09 0.09
C 1.623 1.111 2.969 1.53 -0.15 -0.79 -0.29
H 2.725 1.287 2.975 -0.51 0.01 0.48 -0.06
C -2.768 2.518 -0.392 -0.19 -0.98 -0.34 -0.09
C -2.068 0.535 -4.324 -1.00 0.39 -0.95 -0.13
C 0.760 1.967 -3.881 0.68 -1.50 -1.52 -0.22
N -2.178 0.321 0.059 0.69 1.51 -0.98 -0.12
C -4.697 -3.270 1.987 1.25 0.52 0.07 -0.10
C -1.251 -0.525 -4.983 0.00 -0.70 -0.04 -0.17
H -2.866 0.098 -3.728 -0.02 0.69 0.18 0.12
C -3.483 -2.637 2.213 -0.19 -0.25 -0.81 -0.12
H 0.453 0.342 -5.959 0.14 -0.28 0.51 0.11
H -1.645 -0.173 -1.946 0.06 -0.28 -0.25 0.07
C -1.064 2.383 -5.666 0.04 0.24 -0.76 -0.18
H 1.284 -0.003 -3.148 -0.07 0.40 0.54 0.08
C 0.820 -1.203 -0.751 0.29 -0.50 -1.44 -0.47
Sr 0.185 1.996 -1.276 1.30 0.30 2.23 1.51
N -2.966 -2.166 0.977 -1.04 -0.08 0.53 -0.29
C -0.112 -0.983 6.829 -0.14 0.10 -0.09 -0.13
C -0.640 -0.868 5.538 0.19 0.66 0.74 -0.25
C 3.858 2.650 -0.295 0.20 1.00 -0.68 -0.12
C -4.995 -3.144 0.600 1.44 0.75 -0.51 -0.09
N 2.945 -1.695 1.157 0.53 -0.66 0.75 -0.21
H -1.142 -2.050 -1.419 0.65 -0.14 0.46 0.06
C -0.502 -2.019 -0.499 -0.56 0.58 -0.80 -0.37
C 4.145 -3.667 1.353 -1.53 0.77 -0.61 -0.11
C 4.690 -2.743 2.282 -1.50 1.14 -0.66 -0.10
C -1.973 0.604 -1.289 -1.41 -0.43 0.20 -0.36
C 4.181 1.760 -1.342 0.24 -0.08 -1.04 -0.10
S -1.149 0.551 3.295 -1.80 0.18 -0.16 0.55
H 1.382 0.133 3.419 -0.02 0.78 0.08 -0.06
C -2.688 1.521 0.580 -0.10 -0.54 -0.37 -0.13
C 0.031 0.173 7.628 0.73 0.26 -0.95 -0.13
H 0.802 -1.174 -5.092 -0.16 0.74 0.22 0.13
H -2.914 -2.462 3.112 0.00 -0.05 0.03 0.09
P 1.555 -0.492 0.847 0.81 -0.36 2.09 1.04
C 0.256 -0.206 -5.018 0.07 -0.40 -0.85 -0.16
H 1.341 2.584 -3.195 0.34 -0.22 -0.07 0.06
F 0.108 2.558 7.764 -0.60 -0.67 -0.33 0.08
H 4.212 3.672 -0.109 0.07 -0.70 -0.16 0.11
C 2.955 2.033 0.482 -1.32 -0.47 1.94 -0.23
C -3.938 -2.434 0.019 -0.56 -0.87 0.57 -0.15
H 1.565 -1.823 -1.298 -0.46 0.22 0.02 0.07
F 0.778 0.091 8.762 -0.59 0.09 -0.38 0.07
C -2.417 1.891 -1.608 -0.11 -1.13 0.47 -0.25
H -0.271 -3.087 -0.263 -0.26 0.91 0.25 0.09
H 2.375 -3.398 -0.018 0.07 -0.13 -0.01 0.07
C -0.894 1.526 5.825 0.46 -0.42 0.67 -0.25
C -1.995 1.832 -4.654 -0.65 -0.60 -0.24 -0.14
F -1.325 2.716 5.356 0.48 -0.27 0.29 0.05
H 5.509 -2.933 2.960 -0.10 0.25 -0.02 0.09
H -1.431 -1.493 -4.468 0.18 0.55 -0.26 0.12
F -0.774 -1.965 4.761 0.22 0.21 0.43 0.04
H 2.694 2.355 1.504 -0.45 -0.46 -1.05 0.06
P -1.476 -1.248 0.958 -0.54 -0.17 0.37 1.03
H 1.038 2.489 -5.993 0.04 0.04 0.81 0.13
```
Positions in Å, forces in eV/Å.

## Properties
HOMO energy (spin up / spin down)	-4.844 / -4.842	eV
frontier orbital gap (spin up / spin down)	3.18 / 3.18	eV


ΔE to the lowest compared entry with this formula, charge and spin list, top to bottom, in kcal/mol: 0.3; 78.1; 108.3; 135.3